(1)
DFT (ωB97M-V/def2-TZVPD) results for a structure of composition C23H25N15O3Ti in a non-equilibrium geometry.

* HOMO level (alpha / beta): -0.543 / -0.543 hartree
* gap between HOMO and LUMO (alpha / beta): 8.0 / 8.0 eV
* energy relative to the best compared isomer or geometry (same formula, charge and spin): 55.3 kJ/mol
* DFT total energy: -2787.45066 Ha

Geometry as ORCA input:
```
! wB97M-V def2-TZVPD RIJCOSX def2/J DEFGRID3
* xyz 2 1
Ti -0.3529 -0.2621 0.2029
O -0.3566 -3.6324 2.5610
C 0.0109 -2.8166 1.7993
N -0.5570 -1.5586 1.6705
C -1.3808 -1.1892 2.8147
C -1.3523 0.2745 2.9616
C -1.8733 0.9106 4.1107
C -2.0120 2.2892 4.0698
C -1.6292 2.9694 2.9119
C -1.0601 2.2770 1.8774
N -0.9383 0.9309 1.9188
C 1.1247 -2.9545 0.8358
C 2.0757 -3.9541 0.9004
C 3.0851 -3.9477 -0.0336
C 3.1428 -2.9310 -0.9284
C 2.1688 -1.8863 -0.8968
N 1.1772 -1.9472 -0.0700
H -2.3523 -1.6279 2.7307
H -0.9244 -1.5961 3.7472
H -2.0709 0.3656 5.0168
H -2.3894 2.8137 4.9594
H -1.6392 4.0294 2.8071
H -0.5670 2.8058 1.0692
H 1.9644 -4.6931 1.6495
H 3.8025 -4.7847 -0.0826
H 3.9365 -2.9049 -1.6771
H 2.1795 -1.0228 -1.5282
N 0.5966 0.9436 -4.3934
C 1.5096 -0.0614 -4.4728
N 1.0808 -1.1335 -3.8350
C -0.1471 -0.7499 -3.3764
N -0.4591 0.4843 -3.6928
C -0.9993 -1.8033 -2.6758
C -1.4869 -2.8744 -3.4089
N -2.4510 -3.6718 -2.9079
C -2.8329 -3.4510 -1.6326
C -2.1992 -2.4992 -0.8782
N -1.2707 -1.6839 -1.3957
H 0.6101 1.8817 -4.7778
H 2.4427 0.0920 -4.9701
H -1.1297 -3.0691 -4.4160
H -3.6726 -4.0420 -1.2812
H -2.3404 -2.3367 0.1765
C 3.8982 3.1691 1.7088
C 2.7933 2.1808 1.5925
N 2.2168 1.6853 2.6186
O 2.6863 2.0441 3.8581
C 2.2195 1.8878 0.2329
C 2.7021 2.5538 -1.0281
N 1.3279 0.9892 0.1549
O 0.7481 0.6678 -1.0450
H 3.9773 3.8463 0.9032
H 4.8929 2.7405 1.8209
H 3.6361 3.7654 2.5848
H 3.5955 2.4131 3.8330
H 3.7725 2.3054 -1.1810
H 2.6099 3.6694 -0.8644
H 2.0236 2.3359 -1.8618
N -5.4095 0.8211 -1.0159
N -4.0830 1.0993 -1.0103
N -3.5204 2.0222 -1.8394
C -2.2436 1.8606 -1.5329
N -2.0401 0.9272 -0.6174
N -3.2350 0.4632 -0.2641
H -5.7140 0.6621 -1.9521
H -5.8940 1.5723 -0.5224
H -1.4237 2.3359 -2.0328
*
```

Calculated atomic charges, method natural (NBO), unit e: atom 1 (Ti): 1.776, atom 2 (O): -0.507, atom 3 (C): 0.655, atom 4 (N): -0.736, atom 5 (C): -0.285, atom 6 (C): 0.275, atom 7 (C): -0.214, atom 8 (C): -0.105, atom 9 (C): -0.236, atom 10 (C): 0.060, atom 11 (N): -0.514, atom 12 (C): 0.086, atom 13 (C): -0.162, atom 14 (C): -0.137, atom 15 (C): -0.212, atom 16 (C): 0.095, atom 17 (N): -0.461, atom 18 (H): 0.241, atom 19 (H): 0.254, atom 20 (H): 0.253, atom 21 (H): 0.254, atom 22 (H): 0.246, atom 23 (H): 0.214, atom 24 (H): 0.260, atom 25 (H): 0.255, atom 26 (H): 0.248, atom 27 (H): 0.233, atom 28 (N): -0.344, atom 29 (C): 0.199, atom 30 (N): -0.470, atom 31 (C): 0.261, atom 32 (N): -0.272, atom 33 (C): 0.166, atom 34 (C): 0.048, atom 35 (N): -0.303, atom 36 (C): 0.021, atom 37 (C): 0.009, atom 38 (N): -0.455, atom 39 (H): 0.439, atom 40 (H): 0.228, atom 41 (H): 0.240, atom 42 (H): 0.239, atom 43 (H): 0.225, atom 44 (C): -0.705, atom 45 (C): 0.114, atom 46 (N): -0.046, atom 47 (O): -0.508, atom 48 (C): 0.350, atom 49 (C): -0.699, atom 50 (N): -0.200, atom 51 (O): -0.584, atom 52 (H): 0.246, atom 53 (H): 0.256, atom 54 (H): 0.237, atom 55 (H): 0.470, atom 56 (H): 0.263, atom 57 (H): 0.250, atom 58 (H): 0.251, atom 59 (N): -0.608, atom 60 (N): 0.173, atom 61 (N): -0.210, atom 62 (C): 0.187, atom 63 (N): -0.378, atom 64 (N): 0.022, atom 65 (H): 0.404, atom 66 (H): 0.402, atom 67 (H): 0.247



(2)
DFT (ωB97M-V/def2-TZVPD) results for a structure of composition C23H25N3O3S in a non-equilibrium geometry.

* HOMO level: -0.293 hartree
* gap between HOMO and LUMO: 8.3 eV
* energy relative to the best compared isomer or geometry (same formula, charge and spin): 1992.4 kJ/mol
* DFT total energy: -1678.92534 Ha

Geometry as ORCA input:
```
! wB97M-V def2-TZVPD RIJCOSX def2/J DEFGRID3
* xyz 0 1
C -3.5128 -2.6317 0.7759
H -2.4832 -2.9685 0.2191
O -3.7379 -1.3340 0.0271
C -5.0233 -0.8540 0.3266
C -5.9237 -1.4162 1.2003
C -7.1808 -0.6328 1.6367
C -7.5358 0.4384 0.9965
C -6.6012 1.0047 -0.2900
C -5.4557 0.3294 -0.5180
C -4.4171 0.7044 -1.5124
N -3.2246 1.3184 -0.9372
C -2.1299 0.5840 -1.4107
O -1.9402 -0.4948 -2.3283
C -0.7734 1.0064 -0.4757
C 0.0148 -0.3339 -0.2628
H 0.1590 -0.9220 -0.9156
H -0.5100 -1.1120 0.5996
C 1.3007 0.0467 0.6065
N 2.1800 1.0916 -0.4067
C 3.2243 0.7557 -0.8249
O 3.7979 1.5045 -1.7338
C 3.6980 -0.5575 -0.5609
C 5.0148 -0.8677 -0.0895
C 5.2686 -2.3131 -0.1150
C 4.3800 -2.8719 -1.2166
S 3.1602 -2.0124 -1.4658
H 4.3735 -4.2682 -1.2294
H 6.2566 -2.6531 0.0823
N 5.7497 -0.1266 0.6569
C 5.4429 0.9771 1.2983
C 6.5072 1.7364 1.7303
C 7.5986 0.8414 1.2903
C 7.2186 -0.1417 0.6851
H 7.7154 -1.0925 0.1599
H 8.6149 1.0078 1.6854
H 6.5315 2.7169 2.4174
H 4.3970 1.2800 1.1094
C 1.3630 2.2179 -0.4130
C 0.0386 1.8920 -1.3708
H 0.1628 1.4653 -2.2307
H -0.4132 2.6851 -1.4556
H 1.0214 2.8324 0.4792
H 1.9143 2.7498 -1.2957
H 1.0740 0.4995 1.4844
H 1.8394 -0.7112 0.6976
H -0.9405 1.3854 0.3844
H -3.0925 1.6193 -0.1106
H -4.7510 1.4509 -2.0120
H -4.2285 0.0241 -2.3050
H -6.9572 1.9153 -0.7163
H -8.3367 1.1530 0.9648
H -7.7675 -0.8395 2.3138
H -5.5317 -2.0421 1.8563
H -4.2670 -3.4777 0.6377
H -3.2824 -2.5587 1.8817
*
```

Calculated atomic charges, method natural (NBO), unit e: atom 1 (C): -0.300, atom 2 (H): 0.219, atom 3 (O): -0.508, atom 4 (C): 0.326, atom 5 (C): -0.310, atom 6 (C): -0.190, atom 7 (C): -0.194, atom 8 (C): -0.166, atom 9 (C): -0.081, atom 10 (C): -0.266, atom 11 (N): -0.581, atom 12 (C): 0.710, atom 13 (O): -0.674, atom 14 (C): -0.268, atom 15 (C): -0.304, atom 16 (H): 0.181, atom 17 (H): 0.177, atom 18 (C): -0.167, atom 19 (N): -0.350, atom 20 (C): 0.566, atom 21 (O): -0.696, atom 22 (C): -0.367, atom 23 (C): 0.210, atom 24 (C): -0.291, atom 25 (C): -0.531, atom 26 (S): 0.622, atom 27 (H): 0.272, atom 28 (H): 0.214, atom 29 (N): -0.397, atom 30 (C): 0.004, atom 31 (C): -0.308, atom 32 (C): -0.290, atom 33 (C): -0.040, atom 34 (H): 0.222, atom 35 (H): 0.228, atom 36 (H): 0.247, atom 37 (H): 0.200, atom 38 (C): -0.276, atom 39 (C): -0.345, atom 40 (H): 0.214, atom 41 (H): 0.181, atom 42 (H): 0.227, atom 43 (H): 0.271, atom 44 (H): 0.186, atom 45 (H): 0.188, atom 46 (H): 0.176, atom 47 (H): 0.385, atom 48 (H): 0.196, atom 49 (H): 0.260, atom 50 (H): 0.211, atom 51 (H): 0.215, atom 52 (H): 0.190, atom 53 (H): 0.198, atom 54 (H): 0.208, atom 55 (H): 0.194



(3)
DFT (ωB97M-V/def2-TZVPD) results for the molecule C23H25N3O5.

* HOMO level: -0.297 hartree
* gap between HOMO and LUMO: 7.4 eV
* energy relative to the best compared isomer or geometry (same formula, charge and spin): 260.1 kJ/mol
* DFT total energy: -1431.89596 Ha

Geometry as ORCA input:
```
! wB97M-V def2-TZVPD RIJCOSX def2/J DEFGRID3
* xyz 0 1
C 4.4076 -0.6402 0.4521
O 4.3503 -1.7954 -0.3490
C 3.1913 -2.4957 -0.4110
C 3.2135 -3.6381 -1.2166
C 2.0971 -4.4389 -1.3226
C 0.9358 -4.1184 -0.6396
C 0.8938 -2.9655 0.1342
C -0.3692 -2.6064 0.7993
O -0.9722 -3.5828 1.4551
C -0.9500 -1.3728 0.6917
C -2.2818 -1.1369 1.1822
O -2.9569 -1.9169 1.8467
C -2.7040 0.2192 0.6535
O -3.7660 0.7853 0.7956
N -1.6440 0.7004 -0.0463
C -1.6969 1.9484 -0.7586
C -0.5862 2.9657 -0.3943
N -0.5650 3.5700 0.9031
C 0.0491 2.8974 2.0256
C -0.9639 2.2281 2.9671
O -1.9401 3.1524 3.3818
C -2.6430 3.6693 2.2672
C -1.6826 4.3963 1.3150
C -0.5002 -0.1894 -0.1231
C -0.1777 -0.5871 -1.5440
C -1.0891 -1.3141 -2.3021
C -0.7387 -1.7013 -3.5831
C 0.5162 -1.3463 -4.0575
N 1.3806 -0.6386 -3.3532
C 1.0388 -0.2680 -2.1344
C 2.0215 -2.1570 0.2563
H 4.2004 -0.8667 1.5028
H 3.7124 0.1288 0.1000
H 5.4265 -0.2684 0.3590
H 4.1266 -3.8747 -1.7382
H 2.1300 -5.3240 -1.9390
H 0.0594 -4.7422 -0.7138
H -1.8478 -3.2501 1.7974
H -1.6146 1.7527 -1.8355
H -2.6823 2.3745 -0.5546
H -0.6829 3.7784 -1.1242
H 0.3885 2.4978 -0.5584
H 0.5830 3.6619 2.6065
H 0.7776 2.1678 1.6681
H -0.4663 1.8800 3.8750
H -1.4471 1.3705 2.4753
H -3.3769 4.3671 2.6729
H -3.1702 2.8557 1.7523
H -1.2678 5.2632 1.8463
H -2.2181 4.7492 0.4336
H 0.3758 0.3054 0.3185
H -2.0551 -1.5707 -1.8898
H -1.4211 -2.2672 -4.1973
H 0.8445 -1.6332 -5.0472
H 1.7797 0.3162 -1.6022
H 1.9771 -1.2947 0.9016
*
```

Calculated atomic charges, method natural (NBO), unit e: atom 1 (C): -0.252, atom 2 (O): -0.502, atom 3 (C): 0.390, atom 4 (C): -0.254, atom 5 (C): -0.183, atom 6 (C): -0.206, atom 7 (C): -0.100, atom 8 (C): 0.476, atom 9 (O): -0.632, atom 10 (C): -0.256, atom 11 (C): 0.447, atom 12 (O): -0.567, atom 13 (C): 0.581, atom 14 (O): -0.584, atom 15 (N): -0.411, atom 16 (C): -0.257, atom 17 (C): -0.202, atom 18 (N): -0.461, atom 19 (C): -0.236, atom 20 (C): -0.080, atom 21 (O): -0.524, atom 22 (C): -0.100, atom 23 (C): -0.245, atom 24 (C): -0.089, atom 25 (C): 0.011, atom 26 (C): -0.193, atom 27 (C): -0.248, atom 28 (C): 0.038, atom 29 (N): -0.411, atom 30 (C): 0.014, atom 31 (C): -0.311, atom 32 (H): 0.178, atom 33 (H): 0.170, atom 34 (H): 0.207, atom 35 (H): 0.229, atom 36 (H): 0.221, atom 37 (H): 0.228, atom 38 (H): 0.523, atom 39 (H): 0.205, atom 40 (H): 0.241, atom 41 (H): 0.202, atom 42 (H): 0.190, atom 43 (H): 0.194, atom 44 (H): 0.189, atom 45 (H): 0.192, atom 46 (H): 0.152, atom 47 (H): 0.193, atom 48 (H): 0.189, atom 49 (H): 0.193, atom 50 (H): 0.202, atom 51 (H): 0.204, atom 52 (H): 0.222, atom 53 (H): 0.223, atom 54 (H): 0.196, atom 55 (H): 0.184, atom 56 (H): 0.222



(4)
DFT (ωB97M-V/def2-TZVPD) results for a structure of composition C23H26BaClIN4O4Te in a non-equilibrium geometry.

* HOMO level: 0.041 hartree
* gap between HOMO and LUMO: 2.8 eV
* energy relative to the best compared isomer or geometry (same formula, charge and spin): 368.3 kJ/mol
* DFT total energy: -2463.45331 Ha

Geometry as ORCA input:
```
! wB97M-V def2-TZVPD RIJCOSX def2/J DEFGRID3
* xyz -2 1
Ba -0.4647 0.9134 -0.6585
C 6.3912 0.4790 0.4701
O 5.8944 0.3716 1.7827
C 4.5301 0.3885 1.9193
C 4.0557 0.5802 3.2273
C 2.7015 0.6472 3.4373
C 1.7591 0.5286 2.4008
C 0.3356 0.6595 2.6110
C -0.2602 0.5296 4.0036
O -0.4715 0.8431 1.6985
C 2.2425 0.2790 1.0601
O 1.4668 0.0922 0.0782
C 3.6600 0.2321 0.8742
H 7.4584 0.6780 0.5611
H 5.9172 1.3001 -0.0752
H 6.2496 -0.4453 -0.0994
H 4.7604 0.6963 4.0399
H 2.3612 0.8498 4.4443
H 0.4667 0.4445 4.8068
H -0.8797 -0.3686 3.9966
H -0.9136 1.3808 4.1923
H 3.9988 0.0762 -0.1416
Cl -1.0944 7.0230 -5.3668
C -1.0627 5.4945 -4.4944
C -0.9953 4.3306 -5.2273
C -0.9608 3.1121 -4.5670
I -0.7726 1.3279 -5.6768
C -0.9804 2.9679 -3.1645
O -0.9506 1.8535 -2.5729
C -1.0215 4.2181 -2.4239
N -0.9816 4.1166 -1.0815
C -0.9864 5.2191 -0.3607
C -1.0547 6.4982 -0.9131
C -1.0996 6.6348 -2.2802
C -1.0698 5.4811 -3.0882
H -0.9540 4.3755 -6.3062
H -0.9523 5.0701 0.7139
H -1.0723 7.3714 -0.2730
H -1.1495 7.6098 -2.7448
Te -3.2464 -0.3158 -1.2667
C -3.0630 -2.8477 1.9501
N -2.7826 -3.9341 1.0208
C -3.9716 -4.4219 0.3466
C -1.5749 -3.9169 0.3526
N -0.7249 -2.9893 0.5321
N -1.3647 -5.0898 -0.4399
C -1.2252 -6.2899 0.3636
C -0.3275 -4.9561 -1.4387
H -3.7939 -3.2002 2.6890
H -3.4585 -1.9684 1.4249
H -2.1427 -2.5479 2.4429
H -4.5588 -3.5807 -0.0385
H -4.5904 -4.9908 1.0521
H -3.6981 -5.0603 -0.4891
H 0.1917 -3.1361 0.1257
H -2.1464 -6.4789 0.9143
H -0.4010 -6.2158 1.0913
H -1.0248 -7.1406 -0.2919
H 0.6924 -4.9476 -1.0197
H -0.4851 -4.0325 -1.9942
H -0.4047 -5.7989 -2.1294
*
```

Calculated atomic charges, method Mulliken, unit e: atom 1 (Ba): 1.573, atom 2 (C): -0.822, atom 3 (O): -0.460, atom 4 (C): 1.070, atom 5 (C): -0.968, atom 6 (C): -0.606, atom 7 (C): -0.204, atom 8 (C): 1.077, atom 9 (C): -1.065, atom 10 (O): -0.624, atom 11 (C): 0.301, atom 12 (O): -1.000, atom 13 (C): -0.404, atom 14 (H): 0.237, atom 15 (H): 0.364, atom 16 (H): 0.299, atom 17 (H): 0.392, atom 18 (H): 0.209, atom 19 (H): 0.337, atom 20 (H): 0.192, atom 21 (H): 0.289, atom 22 (H): 0.364, atom 23 (Cl): -0.330, atom 24 (C): 0.601, atom 25 (C): -0.570, atom 26 (C): -0.285, atom 27 (I): 0.000, atom 28 (C): 0.675, atom 29 (O): -0.837, atom 30 (C): -0.194, atom 31 (N): -0.145, atom 32 (C): -0.436, atom 33 (C): -0.543, atom 34 (C): -0.716, atom 35 (C): 0.247, atom 36 (H): 0.373, atom 37 (H): 0.409, atom 38 (H): 0.356, atom 39 (H): 0.374, atom 40 (Te): -1.513, atom 41 (C): -0.909, atom 42 (N): 0.255, atom 43 (C): -1.129, atom 44 (C): 0.278, atom 45 (N): -0.384, atom 46 (N): 0.255, atom 47 (C): -1.153, atom 48 (C): -1.176, atom 49 (H): 0.320, atom 50 (H): 0.234, atom 51 (H): 0.233, atom 52 (H): 0.312, atom 53 (H): 0.297, atom 54 (H): 0.382, atom 55 (H): 0.099, atom 56 (H): 0.282, atom 57 (H): 0.293, atom 58 (H): 0.428, atom 59 (H): 0.388, atom 60 (H): 0.394, atom 61 (H): 0.284